Entry 1:
This record from the Open Molecules 2025 dataset describes a structure of composition AlH12O6 at a distorted geometry. The level of theory is ωB97M-V/def2-TZVPD.

Computed properties:
HOMO = -23.70 eV
LUMO level = -19.1 eV
Net charge = +3
Electronic energy = -699.6815 hartree
ΔE to the lowest compared entry with this formula, charge and spin = 11.355 eV
Gap between HOMO and LUMO = 0.1697 hartree

Cartesian coordinates (Å):
Al (0.140, 1.357, 0.191)
O (-0.016, 0.457, -2.462)
H (0.029, -0.470, -2.743)
H (-0.194, 0.963, -3.280)
O (2.553, 0.717, 1.403)
H (2.670, 0.833, 2.367)
H (3.264, 0.111, 1.117)
O (-2.398, 2.162, -0.426)
H (-2.805, 2.805, -1.045)
H (-3.111, 1.550, -0.165)
O (-1.618, -0.892, 0.037)
H (-2.582, -1.069, 0.017)
H (-1.230, -1.557, -0.558)
O (1.567, -1.004, -0.641)
H (1.868, -1.595, 0.071)
H (1.387, -1.602, -1.388)
O (0.079, -0.619, 2.264)
H (0.491, -1.461, 2.017)
H (-0.096, -0.687, 3.225)

Here are the Mulliken charges for atoms 1 to 4, given in e: Al 1.787; O -0.487; H 0.318; H 0.336

---

Entry 2:
This record from the Open Molecules 2025 dataset describes the molecule C6H10N2O5 at a distorted geometry. The level of theory is ωB97M-V/def2-TZVPD.

Computed properties:
HOMO = -9.58 eV
LUMO level = 0.2 eV
Electronic energy = -720.3212 hartree
ΔE to the lowest compared entry with this formula, charge and spin = 3.091 eV
Gap between HOMO and LUMO = 0.3601 hartree

Cartesian coordinates (Å):
C (-1.216, 1.160, 0.186)
C (-0.265, -0.040, 0.187)
C (-2.356, 0.727, -0.694)
C (-2.893, -0.563, -0.194)
C (2.004, -0.764, 0.553)
C (3.329, -0.186, -0.014)
H (-0.456, 2.900, 0.954)
H (-0.932, 3.165, -0.618)
H (-1.486, 1.000, 1.275)
H (-3.038, 1.573, -0.818)
H (-1.951, 0.700, -1.733)
H (-2.783, 0.066, 1.622)
H (1.422, 1.137, 0.026)
H (1.756, -1.694, 0.193)
H (2.188, -0.834, 1.613)
H (3.887, -1.842, -0.009)
N (-0.463, 2.419, -0.023)
N (0.993, 0.220, 0.194)
O (-0.633, -1.171, -0.143)
O (-3.085, -1.494, -0.937)
O (-3.246, -0.625, 1.155)
O (3.415, 0.991, -0.352)
O (4.306, -1.033, -0.204)

Here are the Mulliken charges for atoms 1 to 4, given in e: C -0.175; C 0.623; C -0.456; C 0.666

---

Entry 3:
This record from the Open Molecules 2025 dataset describes a cluster of 2 separate species, C25H42NO6S in total at a distorted geometry. The level of theory is ωB97M-V/def2-TZVPD.

Computed properties:
HOMO = -12.51 eV
LUMO level = -3.7 eV
Net charge = +1
Electronic energy = -1881.9371 hartree
ΔE to the lowest compared entry with this formula, charge and spin = 0.000 eV
Gap between HOMO and LUMO = 0.3249 hartree

Cartesian coordinates (Å):
C (3.905, -0.520, 2.950)
C (3.646, -0.611, 1.443)
C (2.903, -1.891, 1.039)
C (3.022, -2.163, -0.485)
C (1.659, -2.167, -1.208)
C (1.636, -1.222, -2.409)
C (1.720, 0.265, -2.029)
C (0.375, 1.034, -2.005)
N (-0.806, 0.201, -1.728)
C (-1.599, -0.236, -2.744)
S (-1.242, 0.115, -4.450)
C (-2.721, -1.005, -2.488)
C (-3.024, -1.358, -1.183)
C (-2.200, -0.942, -0.138)
C (-2.589, -1.388, 1.251)
C (-3.812, -0.607, 1.755)
O (-4.971, -1.302, 1.253)
C (-6.034, -1.290, 2.141)
O (-6.300, -2.271, 2.738)
C (-6.828, -0.018, 2.242)
C (-7.479, 0.091, 3.625)
C (-1.088, -0.137, -0.437)
C (-0.207, 0.362, 0.664)
C (-0.555, 1.809, 1.103)
C (-0.379, 2.026, 2.607)
O (-1.675, 2.139, 3.172)
C (-1.636, 2.724, 4.468)
H (3.033, -0.111, 3.462)
H (4.087, -1.508, 3.366)
H (4.739, 0.141, 3.162)
H (4.598, -0.543, 0.918)
H (3.054, 0.243, 1.108)
H (1.857, -1.729, 1.306)
H (3.246, -2.739, 1.628)
H (3.679, -1.421, -0.931)
H (3.467, -3.148, -0.594)
H (0.829, -1.955, -0.532)
H (1.488, -3.171, -1.596)
H (2.519, -1.441, -3.007)
H (0.785, -1.400, -3.066)
H (2.264, 0.397, -1.100)
H (2.321, 0.749, -2.784)
H (0.264, 1.539, -2.951)
H (0.448, 1.826, -1.273)
H (-1.447, 1.443, -4.469)
H (-3.361, -1.339, -3.286)
H (-3.894, -1.950, -0.939)
H (-2.918, -2.420, 1.158)
H (-1.779, -1.394, 1.968)
H (-3.825, -0.524, 2.837)
H (-3.821, 0.373, 1.277)
H (-7.635, -0.116, 1.513)
H (-6.237, 0.857, 1.989)
H (-8.005, 1.037, 3.702)
H (-8.161, -0.731, 3.800)
H (-6.699, 0.039, 4.381)
H (0.834, 0.331, 0.359)
H (-0.278, -0.276, 1.532)
H (0.119, 2.504, 0.609)
H (-1.571, 2.074, 0.822)
H (0.182, 1.213, 3.078)
H (0.145, 2.969, 2.768)
H (-1.053, 3.646, 4.478)
H (-2.657, 2.962, 4.744)
H (-1.194, 2.018, 5.172)
C (5.356, 0.657, -5.446)
C (6.555, 1.370, -4.857)
O (6.067, 1.767, -3.568)
C (5.059, 0.943, -3.227)
O (4.551, 0.898, -2.150)
O (4.689, 0.167, -4.273)
H (5.624, -0.164, -6.106)
H (4.683, 1.335, -5.974)
H (7.411, 0.708, -4.719)
H (6.864, 2.237, -5.433)

Here are the Mulliken charges for atoms 1 to 4, given in e: C -1.331; C -0.162; C -0.455; C -0.665

---

Entry 4:
This record from the Open Molecules 2025 dataset describes a structure of composition C2HO3Tm at a distorted geometry. The level of theory is ωB97M-V/def2-TZVPD.

Computed properties:
HOMO (spin up / spin down) = -19.35 / -19.18 eV
2S+1 = 3
LUMO level (spin up / spin down) = -11.0 / -11.7 eV
Net charge = +2
Electronic energy = -1386.9947 hartree
ΔE to the lowest compared entry with this formula, charge and spin = 0.000 eV
Gap between HOMO and LUMO (spin up / spin down) = 0.3081 / 0.2753 hartree

Cartesian coordinates (Å):
H (3.511, 0.979, 0.279)
O (2.697, -0.825, -0.042)
O (-4.220, -0.087, -0.012)
O (-1.909, -0.029, -0.105)
C (2.560, 0.415, 0.125)
C (-3.078, -0.025, -0.020)
Tm (0.439, -0.428, -0.225)

Here are the Mulliken charges for atoms 1 to 4, given in e: H 0.341; O -0.351; O -0.118; O -0.471

---

Entry 5:
This record from the Open Molecules 2025 dataset describes a cluster of 3 separate species, C3H10O3S in total at a distorted geometry. The level of theory is ωB97M-V/def2-TZVPD.

Computed properties:
HOMO = 0.47 eV
LUMO level = 6.1 eV
Net charge = -2
Electronic energy = -744.1505 hartree
ΔE to the lowest compared entry with this formula, charge and spin = 0.961 eV
Gap between HOMO and LUMO = 0.2076 hartree

Cartesian coordinates (Å):
C (-0.202, -0.128, -0.371)
O (-0.318, 1.214, -0.427)
C (1.136, -0.676, 0.281)
C (1.783, -1.714, -0.672)
S (3.355, -2.487, 0.050)
H (-0.966, -0.638, 0.312)
H (-0.271, -0.642, -1.357)
H (1.025, -1.217, 1.226)
H (1.853, 0.139, 0.396)
H (2.010, -1.121, -1.561)
H (1.187, -2.601, -0.848)
H (-1.025, 1.182, 2.853)
H (-1.317, 0.874, 1.348)
O (-1.691, 0.930, 2.263)
H (-1.626, 1.927, -0.682)
H (-2.518, 2.412, -1.876)
O (-2.416, 2.548, -0.936)

Here are the Mulliken charges for atoms 1 to 4, given in e: C -0.638; O -0.908; C -0.221; C -0.869

---

Entry 6:
This record from the Open Molecules 2025 dataset describes a structure of composition C34H23AsClCrF5NO4S4 at a distorted geometry. The level of theory is ωB97M-V/def2-TZVPD.

Computed properties:
HOMO (spin up / spin down) = -0.62 / -0.62 eV
2S+1 = 4
LUMO level (spin up / spin down) = 3.1 / 3.1 eV
Net charge = -2
Electronic energy = -7497.6709 hartree
ΔE to the lowest compared entry with this formula, charge and spin = 0.080 eV
Gap between HOMO and LUMO (spin up / spin down) = 0.1375 / 0.1376 hartree

Cartesian coordinates (Å):
Cr (0.602, -1.500, -1.165)
O (2.104, -0.044, -0.616)
C (2.347, 1.160, -0.891)
C (1.333, 1.999, -1.593)
C (1.449, 3.364, -1.561)
C (0.454, 4.223, -2.191)
C (-0.527, 3.591, -2.950)
C (-0.627, 2.238, -3.000)
C (0.211, 1.393, -2.301)
O (-0.042, 0.087, -2.262)
N (0.371, 5.643, -2.031)
O (-0.410, 6.313, -2.725)
O (1.124, 6.183, -1.155)
H (3.331, 1.568, -0.559)
H (2.304, 3.914, -1.117)
H (-1.230, 4.178, -3.441)
H (-1.413, 1.764, -3.539)
S (1.542, -2.928, 0.497)
S (3.782, -3.615, 3.930)
S (2.150, -2.467, 3.716)
S (2.210, -1.503, 1.928)
C (-5.078, 1.477, 0.131)
C (-4.876, 1.094, 1.521)
C (-3.698, 0.515, 1.808)
C (-2.754, 0.174, 0.814)
C (-2.936, 0.631, -0.479)
C (-4.116, 1.255, -0.839)
As (-0.989, -0.570, 1.111)
C (-0.343, 0.660, 2.455)
C (0.337, 1.842, 2.224)
C (0.874, 2.561, 3.297)
C (0.702, 2.041, 4.585)
C (0.055, 0.835, 4.820)
C (-0.427, 0.155, 3.749)
C (-0.928, -1.231, 3.870)
C (-1.078, -2.002, 5.046)
C (-1.558, -3.267, 4.895)
C (-1.857, -3.894, 3.700)
C (-1.761, -3.143, 2.528)
C (-1.291, -1.807, 2.666)
H (-6.050, 1.824, -0.176)
H (-5.624, 1.240, 2.261)
H (-3.437, 0.262, 2.824)
H (-2.134, 0.386, -1.217)
H (-4.163, 1.620, -1.835)
H (0.634, 2.045, 1.202)
H (1.568, 3.342, 3.007)
H (1.094, 2.501, 5.481)
H (-0.078, 0.356, 5.732)
H (-0.697, -1.672, 6.033)
H (-1.547, -3.931, 5.747)
H (-2.135, -4.894, 3.711)
H (-2.085, -3.553, 1.580)
Cl (4.511, -2.622, -1.809)
C (3.929, -1.182, -2.610)
C (4.732, -0.064, -2.777)
C (4.344, 1.091, -3.437)
C (3.166, 1.026, -4.156)
C (2.374, -0.066, -4.005)
C (2.678, -1.172, -3.226)
C (1.612, -2.212, -3.024)
H (5.705, -0.058, -2.336)
H (4.848, 2.042, -3.267)
H (2.851, 1.918, -4.676)
H (1.471, -0.188, -4.657)
H (2.071, -3.224, -2.796)
H (0.963, -2.286, -3.920)
F (-2.253, -2.453, -0.651)
C (-1.265, -2.651, -1.610)
F (-1.819, -2.187, -2.804)
C (-1.190, -4.142, -1.838)
F (-1.112, -4.770, -0.612)
F (-2.213, -4.699, -2.518)
F (-0.085, -4.514, -2.502)

Here are the Mulliken charges for atoms 1 to 4, given in e: Cr 0.575; O 0.019; C -1.090; C 1.570